Here is a molecular structure, BeCl5 in a non-equilibrium geometry from the Open Molecules 2025 dataset. Energies are from ωB97M-V/def2-TZVPD.

Last column: Mulliken charge in e.
Geometry (Å):
Be: -2.026 -0.471 -12.061  0.33
Cl: -3.189 -1.586 -10.503  -0.63
Cl: -0.810 0.805 -13.514  -0.67
Cl: -0.709 -2.104 -12.898  -0.65
Cl: -0.436 -0.340 -10.447  -0.72
Cl: -3.254 1.345 -11.459  -0.66

Force components x, y, z for each atom (eV/Å):
1.737 0.475 1.589
-0.921 -0.971 -0.467
-0.327 0.750 -0.767
-0.725 -1.307 -0.633
0.726 0.699 0.742
-0.490 0.353 -0.463

As for the total charge: -3. As for the electronic energy: -2315.74924 Ha. For the LUMO energy, the calculation gives 8.763 eV. As for the energy above the lowest of the compared OMol25 structures with the same formula, charge and spin: 1.008 eV. Its highest occupied orbital energy is 2.974 eV. As for the spin multiplicity: 1. The calculation puts the orbital gap at 0.213 Ha.